(1)
Below is one molecule with the formula C6H9NO in a non-equilibrium geometry, with properties calculated with ωB97M-V/def2-TZVPD.

Values from the calculation:
ΔE to the lowest compared entry with this formula, charge and spin (kcal per mole): 66.68
HOMO-LUMO gap (eV): 8.64
Total energy (eV): -9902.7127
HOMO level (eV): -7.850
SMILES string: C=C=C(N)/C(O)=C\C
E_LUMO (eV): 0.8

CARTESIAN COORDINATES (ANGSTROEM)
C (1.87, -0.70, 0.82)
C (0.50, 0.82, -0.71)
C (-0.79, 0.59, -0.08)
N (-1.62, 1.67, 0.22)
C (1.51, -0.05, -0.48)
C (-1.56, -1.87, 0.35)
O (0.59, 1.75, -1.72)
C (-1.03, -0.70, 0.13)
H (-0.28, 1.91, -2.09)
H (-2.59, 1.45, 0.39)
H (-1.24, 2.59, 0.06)
H (2.32, -0.04, -1.21)
H (1.11, -0.50, 1.58)
H (2.83, -0.34, 1.17)
H (1.95, -1.78, 0.69)
H (-1.25, -2.50, 1.17)
H (-2.32, -2.29, -0.31)

---

(2)
Below is C36H32Cl3N5O4PReS as an isolated structure, with properties calculated with ωB97M-V/def2-TZVPD.

Values from the calculation:
Multiplicity: 4
ΔE to the lowest compared entry with this formula, charge and spin (kcal per mole): 0.00
HOMO-LUMO gap (alpha / beta) (eV): 6.12 / 4.51
Net charge: +3
Total energy (eV): -113286.5324
HOMO level (alpha / beta) (eV): -15.503 / -15.502
E_LUMO (alpha / beta) (eV): -9.4 / -11.0

CARTESIAN COORDINATES (ANGSTROEM)
Re (0.21, 1.31, -0.32)
N (2.36, 1.41, 0.46)
N (2.25, 1.46, 1.86)
C (1.02, 1.47, 2.46)
O (0.78, 1.63, 3.60)
O (0.00, 1.20, 1.53)
H (3.00, 0.66, 0.22)
H (2.78, 2.28, 0.12)
H (3.06, 1.73, 2.40)
O (1.42, 3.89, 0.21)
N (0.15, 3.45, -0.18)
C (-0.76, 4.36, -0.27)
C (-2.13, 4.26, -0.71)
C (-2.81, 5.49, -0.72)
C (-4.12, 5.57, -1.17)
C (-4.75, 4.43, -1.63)
C (-4.09, 3.20, -1.62)
C (-2.79, 3.11, -1.16)
P (-2.07, 1.45, -1.14)
C (-3.22, 0.35, -0.32)
C (-4.21, -0.37, -1.00)
C (-5.12, -1.13, -0.27)
C (-5.04, -1.17, 1.12)
C (-4.07, -0.44, 1.79)
C (-3.15, 0.32, 1.08)
C (-1.48, 1.01, -2.78)
C (-2.10, 0.23, -3.76)
C (-1.41, -0.05, -4.94)
C (-0.13, 0.42, -5.15)
C (0.50, 1.20, -4.19)
C (-0.18, 1.49, -3.02)
H (1.40, 4.85, 0.35)
H (-0.44, 5.36, 0.00)
H (-2.31, 6.38, -0.36)
H (-4.63, 6.52, -1.17)
H (-5.77, 4.49, -2.00)
H (-4.63, 2.32, -1.95)
H (-4.30, -0.34, -2.07)
H (-5.88, -1.68, -0.79)
H (-5.75, -1.76, 1.67)
H (-4.01, -0.48, 2.87)
H (-2.40, 0.87, 1.62)
H (-3.09, -0.16, -3.63)
H (-1.90, -0.65, -5.70)
H (0.38, 0.19, -6.08)
H (1.49, 1.60, -4.37)
H (0.29, 2.27, -2.39)
Cl (-2.59, -3.11, 4.41)
C (-1.11, -3.24, 3.53)
C (-0.34, -2.10, 3.31)
C (0.85, -2.22, 2.61)
C (1.29, -3.45, 2.12)
C (2.56, -3.55, 1.32)
C (2.26, -3.77, -0.19)
N (1.27, -2.75, -0.57)
C (-0.08, -2.92, -0.76)
C (-0.63, -1.69, -0.78)
N (0.39, -0.74, -0.61)
C (1.52, -1.46, -0.52)
O (3.26, -2.32, 1.41)
C (4.68, -2.40, 1.61)
C (5.23, -1.07, 1.21)
C (5.49, -0.03, 2.06)
Cl (5.26, -0.01, 3.76)
S (6.10, 1.35, 1.26)
C (6.00, 0.57, -0.26)
C (5.53, -0.71, -0.14)
C (0.50, -4.57, 2.37)
Cl (0.98, -6.12, 1.77)
C (-0.70, -4.48, 3.07)
H (-0.66, -1.15, 3.71)
H (1.48, -1.35, 2.49)
H (3.15, -4.41, 1.68)
H (1.89, -4.76, -0.44)
H (3.17, -3.58, -0.76)
H (-0.54, -3.90, -0.80)
H (-1.67, -1.42, -0.85)
H (2.51, -1.10, -0.32)
H (5.12, -3.19, 0.98)
H (4.88, -2.64, 2.65)
H (6.38, 1.05, -1.15)
H (5.49, -1.41, -0.96)
H (-1.29, -5.36, 3.26)

---

(3)
Below is a 4-piece molecular cluster, C32H63O17P3 overall in a non-equilibrium geometry, with properties calculated with ωB97M-V/def2-TZVPD.

Values from the calculation:
HOMO-LUMO gap (eV): 7.01
Total energy (eV): -96880.2129
HOMO level (eV): -8.102
SMILES string: CCCCOC1=CC(=O)C(CC[C@@H](C)CCC=C(C)C)=C(OC[C@H](C)O)C1=O.COP(=O)(OC)OC.COP(=O)(OC)OC.COP(=O)(OC)OC
E_LUMO (eV): -1.1

CARTESIAN COORDINATES (ANGSTROEM)
C (4.47, 0.13, 0.61)
C (3.56, -1.12, 0.68)
C (3.54, -1.92, -0.63)
C (2.56, -1.31, -1.63)
O (1.51, -2.24, -1.91)
C (0.42, -1.70, -2.47)
C (0.42, -0.81, -3.46)
C (-0.86, -0.28, -3.95)
O (-0.93, 0.28, -5.03)
C (-2.10, -0.44, -3.13)
C (-3.27, 0.43, -3.47)
C (-2.96, 1.94, -3.54)
C (-2.03, 2.48, -2.44)
C (-0.59, 2.70, -2.95)
C (-2.62, 3.81, -1.91)
C (-1.78, 4.46, -0.81)
C (-1.58, 3.53, 0.35)
C (-0.40, 2.95, 0.64)
C (0.91, 3.66, 0.63)
C (-0.36, 1.49, 1.04)
C (-2.11, -1.35, -2.15)
O (-3.17, -1.65, -1.37)
C (-3.55, -0.65, -0.42)
C (-3.18, -1.04, 1.00)
C (-3.69, -2.43, 1.39)
O (-3.80, -0.10, 1.89)
C (-0.89, -2.18, -1.90)
O (-0.94, -3.22, -1.29)
H (5.03, 0.13, -0.32)
H (3.91, 1.05, 0.72)
H (5.20, 0.09, 1.42)
H (2.53, -0.81, 0.90)
H (3.90, -1.75, 1.50)
H (4.54, -1.88, -1.06)
H (3.25, -2.96, -0.46)
H (3.10, -1.10, -2.56)
H (2.16, -0.36, -1.30)
H (1.31, -0.45, -3.95)
H (-4.11, 0.27, -2.80)
H (-3.61, 0.12, -4.46)
H (-2.58, 2.24, -4.51)
H (-3.93, 2.44, -3.43)
H (-1.97, 1.82, -1.57)
H (-0.20, 3.69, -2.71)
H (-0.50, 2.51, -4.01)
H (0.08, 2.00, -2.45)
H (-2.65, 4.49, -2.76)
H (-3.64, 3.62, -1.56)
H (-0.83, 4.83, -1.17)
H (-2.33, 5.35, -0.47)
H (-2.44, 3.35, 1.00)
H (0.86, 4.65, 0.18)
H (1.67, 3.09, 0.10)
H (1.28, 3.79, 1.65)
H (-1.37, 1.09, 1.03)
H (0.23, 0.97, 0.28)
H (0.08, 1.31, 2.03)
H (-4.64, -0.55, -0.47)
H (-3.14, 0.33, -0.69)
H (-2.10, -0.95, 1.12)
H (-2.89, -2.96, 1.90)
H (-3.98, -2.99, 0.51)
H (-4.56, -2.33, 2.02)
H (-3.72, 0.79, 1.54)
C (3.63, -6.72, -2.36)
O (2.46, -5.97, -2.72)
P (1.16, -6.84, -3.09)
O (0.85, -7.77, -2.00)
O (1.74, -7.61, -4.39)
C (2.55, -6.96, -5.35)
O (-0.16, -6.35, -3.82)
C (-1.06, -5.49, -3.07)
H (3.86, -6.51, -1.32)
H (3.49, -7.79, -2.49)
H (4.45, -6.37, -2.99)
H (3.47, -7.53, -5.48)
H (2.81, -5.94, -5.06)
H (2.02, -6.93, -6.31)
H (-0.55, -4.60, -2.72)
H (-1.49, -6.03, -2.23)
H (-1.86, -5.20, -3.75)
C (3.66, 8.52, 2.73)
O (3.51, 8.86, 1.34)
P (3.75, 7.67, 0.30)
O (2.90, 6.53, 0.64)
O (5.31, 7.40, 0.66)
C (6.23, 8.46, 0.89)
O (4.05, 7.67, -1.27)
C (2.97, 7.94, -2.19)
H (2.69, 8.63, 3.21)
H (4.03, 7.51, 2.87)
H (4.37, 9.22, 3.17)
H (6.71, 8.30, 1.85)
H (5.75, 9.43, 0.89)
H (6.99, 8.43, 0.11)
H (2.50, 8.90, -1.97)
H (2.22, 7.15, -2.13)
H (3.39, 7.98, -3.19)
C (-2.70, -1.81, 6.40)
O (-2.47, -3.23, 6.32)
P (-3.75, -4.13, 6.02)
O (-4.43, -3.64, 4.81)
O (-4.58, -3.75, 7.37)
C (-3.95, -3.67, 8.64)
O (-4.04, -5.69, 6.21)
C (-3.45, -6.61, 5.26)
H (-2.17, -1.33, 5.58)
H (-3.75, -1.56, 6.35)
H (-2.29, -1.46, 7.35)
H (-4.17, -2.69, 9.07)
H (-2.86, -3.77, 8.57)
H (-4.34, -4.45, 9.29)
H (-2.37, -6.50, 5.21)
H (-3.89, -6.45, 4.27)
H (-3.69, -7.61, 5.60)

---

(4)
Below is one molecule with the formula C5H8N2 in a non-equilibrium geometry, with properties calculated with ωB97M-V/def2-TZVPD.

Values from the calculation:
ΔE to the lowest compared entry with this formula, charge and spin (kcal per mole): 65.40
HOMO-LUMO gap (eV): 9.79
Total energy (eV): -8292.1602
HOMO level (eV): -8.881
SMILES string: CCn1ccnc1
E_LUMO (eV): 0.9

CARTESIAN COORDINATES (ANGSTROEM)
C (1.25, -0.12, -1.90)
C (0.56, 0.85, -0.93)
N (-0.05, 0.15, 0.32)
C (0.17, -0.51, 2.00)
C (-1.15, -0.66, 2.26)
N (-2.06, -0.22, 1.36)
C (-1.38, 0.24, 0.34)
H (1.71, 0.41, -2.75)
H (2.04, -0.64, -1.37)
H (0.55, -0.85, -2.31)
H (-0.26, 1.35, -1.51)
H (1.23, 1.66, -0.66)
H (0.85, -1.29, 2.42)
H (-1.49, -1.10, 3.21)
H (-1.93, 0.73, -0.46)